(1)
11
Properties=species:S:1:pos:R:3 method="wB97M-V/def2-TZVPD" e_above_lowest_kj_mol=405.2 charge=0 molar_mass_g_mol=106.2 max_force_ev_per_a=3.4 lumo_energy_ev="-0.33 / -1.93" orbital_gap_ev="8.350 / 6.732"
H -1.00492 -0.86217 -1.54839
H -1.47241 -1.72791 0.01269
S -4.54822 0.16205 -0.41125
H -0.11455 -0.55182 -0.04360
C 1.97318 0.92934 1.03317
H 2.17972 1.78769 0.43482
H 2.04505 0.91829 2.06486
O -3.55544 -0.04189 1.03925
C -1.09474 -0.75082 -0.42337
H 1.59315 -0.04448 0.55209
Si -2.48212 0.60706 -0.00362

(2)
34
Properties=species:S:1:pos:R:3 method="wB97M-V/def2-TZVPD" e_above_lowest_kj_mol=0.0 charge=-2 molar_mass_g_mol=399.6 spin_multiplicity=4 max_force_ev_per_a=1.5 lumo_energy_ev="4.51 / 4.51" orbital_gap_ev="4.476 / 4.479"
F -1.56481 5.38455 3.85526
C 0.81791 -4.16732 0.65376
C 1.74153 1.05473 -1.35485
C -1.34331 4.24571 3.17757
C 1.47450 -0.24859 -1.94679
F -1.93080 2.98108 -0.15666
H -1.09980 -4.93877 -1.97892
F -2.07544 5.35668 1.22571
C -0.03031 1.28972 -2.85780
H 2.84104 -4.16887 -0.29291
H 2.59059 1.28944 -0.69989
H 1.52247 -4.75808 -2.56172
C -1.53927 3.02822 1.14073
C 1.07516 -4.57310 -1.59810
C -0.71500 3.14595 3.76660
C -0.31137 -4.66819 -1.29171
H 1.03511 -3.99111 1.69742
C -0.47230 -4.41498 0.10161
C 0.74955 1.97539 -1.85196
H 0.56239 2.99661 -1.46336
F -0.29886 3.24457 5.04450
C -0.83289 1.90817 1.67936
O -0.39972 0.89139 1.01409
V -0.29200 0.29140 -0.88320
C -0.45492 2.00436 3.04081
H 0.13832 -0.80507 -3.66061
F 0.32219 1.04239 3.58095
Cl -1.80344 -1.40375 -1.37928
C 0.46746 -0.05038 -2.94422
H 1.92356 -1.20579 -1.63925
H -1.40440 -4.45530 0.64934
H -0.76736 1.77222 -3.50565
C 1.77184 -4.26361 -0.39768
C -1.69763 4.21037 1.83685

(3)
117
Properties=species:S:1:pos:R:3 method="wB97M-V/def2-TZVPD" charge=-1 molar_mass_g_mol=665.6 max_force_ev_per_a=0.9 lumo_energy_ev=1.85 orbital_gap_ev=3.474
H 4.01487 -4.05408 -1.26255
C -4.42940 0.09575 -3.07867
H 0.48848 -1.96032 1.23686
H 1.51734 0.94219 -1.88490
C -5.40728 3.74879 0.50261
C 1.43770 -1.20455 -1.99536
C -0.84473 1.12128 -4.33034
H -6.54161 0.34804 -3.18221
C -0.04593 -1.14400 -2.28268
H -1.87715 -2.71664 1.09984
O 5.72495 -4.55188 0.89768
H 4.73553 -4.49137 6.18346
C 1.24980 2.63577 1.06550
H -5.74398 4.15282 -0.45179
H -0.71187 -1.21185 4.74460
H -1.62972 0.22755 5.18342
C 4.12846 -1.16319 4.06740
C -1.29531 -2.86548 2.01073
H 0.61397 -0.91540 -4.30355
H 0.44355 -2.01508 2.98894
H 3.54060 -0.28682 3.79432
H 4.34485 -3.87169 3.81189
C 6.02062 -4.09125 -0.40886
N -1.39137 -0.25343 -4.19101
H -6.05103 -0.96535 -2.14466
H -6.29546 3.35480 1.01421
C -1.48304 -0.06775 3.05790
C -1.90995 -0.67601 -5.44042
H 3.01357 6.11999 1.84830
C -4.17507 -1.14938 -3.90532
C -1.85433 2.23766 -4.49574
H -3.52710 -1.85245 -3.40227
H -0.14068 1.12505 -5.15530
O 3.18356 -2.20748 4.22296
H -5.11632 -1.64917 -4.06331
H -0.88090 -3.87413 1.99926
H -1.97833 -2.79824 2.85900
H -4.41696 0.93204 -3.74969
O 2.52552 3.02198 0.57135
H -4.41462 4.49557 2.29602
H 2.82439 -4.12262 4.65403
H 5.17974 -3.01278 -2.07044
H -0.54323 -1.97144 -1.80553
C 2.74407 5.06651 1.93075
C 3.69652 -3.46978 4.60002
H 4.51438 -2.54577 -0.49852
H 4.59726 -5.70735 2.07259
C -5.80605 0.04917 -2.45094
H 5.82314 -0.57669 2.87460
H 1.22142 1.54859 0.98707
H -4.39295 0.68759 2.86948
C -2.09698 3.03837 -3.21171
H 2.11900 4.92566 -0.13394
H -5.87795 0.70749 -1.60752
H 5.77774 -2.30440 3.21621
H -3.32734 4.13087 -5.20465
C -0.91754 -0.17792 4.46379
H 3.71774 -5.03104 0.71402
Cl -5.63265 3.90668 -4.73777
C -3.88479 4.48612 -4.35234
H 3.76215 -3.11417 6.72809
H -3.65972 0.23054 -2.33528
H -0.61392 -2.17099 -4.05619
H 4.61013 -0.93398 5.02556
H -3.26422 2.63009 1.79163
H 0.01678 0.37939 4.54302
C 4.89816 -6.77916 0.23799
H 2.45945 0.25582 -3.21471
H 1.74986 5.01419 2.37526
H 5.82593 -7.25502 0.55832
H -3.29145 1.24207 0.71557
C -0.17190 -1.84550 2.09729
H 1.57985 -1.51622 -0.96626
H -1.68230 0.97910 2.82446
H 4.07267 -7.46879 0.41537
C -0.29944 -1.17645 -3.78409
H -3.90484 5.26436 0.78942
H 4.96188 -6.61021 -0.83734
C 2.79167 4.40976 0.56043
C 4.41933 -3.47734 5.93685
S -3.59602 -0.87410 -5.58767
H 0.16640 2.92820 -0.77221
H -3.35272 4.44323 -2.29339
H -2.00208 2.35274 -2.37274
H -1.43263 2.91545 -5.22174
H 0.04321 4.30048 0.32207
H -1.30819 3.77790 -3.11502
C 0.08631 3.21133 0.27815
H -5.48050 5.65242 1.50092
H -2.78814 1.90098 -4.92082
H 1.17289 2.87654 2.13313
H 1.91282 -1.94888 -2.61952
H -5.55306 0.59636 1.53263
H 3.04116 0.13486 -1.56966
C 5.16012 -1.43471 2.98868
O -4.52516 2.70109 0.15605
C -4.76154 4.85212 1.32350
H -5.57451 1.97240 2.63683
H 6.39735 -4.91270 -1.02964
H -2.44194 -0.59493 2.98278
S -1.02588 -0.97291 -6.76618
H 3.79731 4.49994 0.14807
H 6.84669 -3.39227 -0.27809
H -0.44216 -0.21870 -1.88941
C 4.66988 -5.48858 1.00674
H -0.28301 1.31955 -3.42735
H 3.44361 4.57975 2.61236
H 4.66552 -1.62201 2.03518
C -3.44400 3.72765 -3.10811
H -4.21936 3.04385 -2.79616
H -0.85837 2.82815 0.66630
H 5.30931 -2.84743 5.92462
C 4.86258 -3.38808 -1.09753
C 2.15414 0.12412 -2.18715
C -4.92263 1.27013 2.11492
O -0.60475 -0.50112 2.04105
C -3.92991 1.98018 1.20620

The highest charge belongs to which entry?
C2H6OSSi

Which of these has the highest charge?
C2H6OSSi

Which value of charge does entry 2 give?
-2